Record 1
The following is a DFT calculation (ωB97M-V with the def2-TZVPD basis set) of 2 unconnected molecules or ions with the total composition C4H5NS in a non-equilibrium geometry.

Element x y z (Å)
C 2.1902 0.4181 -0.0067
C -2.1919 0.1296 -0.0245
C -1.7097 1.3032 0.0945
C 1.3092 -0.4430 -0.5959
N 2.9914 1.1131 0.3918
S 0.7065 -1.7114 0.3379
H -3.3111 -0.0384 -0.1489
H -1.5345 -0.7145 -0.0051
H -0.5404 1.6074 0.0995
H 1.2714 -0.5018 -1.6329
H 0.8190 -1.1623 1.4902

Cartesian forces (eV/Å) of the 3 atoms listed first:
C -0.89 -0.62 -1.08
C -3.03 -1.11 -0.32
C 4.12 2.16 -0.10

Calculated values
- orbital gap (alpha / beta) (hartree) = 0.2896 / 0.3016
- 2S+1 = 1
- ΔE to the lowest compared entry with this formula, charge and spin (kJ/mol) = 519.60
- LUMO energy (alpha / beta) (eV) = -1.399 / -0.419
- max |F| (hartree/bohr) = 0.091


Record 2
The following is a DFT calculation (ωB97M-V with the def2-TZVPD basis set) of C4H5NS2 in the gas phase in a non-equilibrium geometry.

Element x y z (Å)
N -1.4158 2.1110 -0.9442
C -1.3226 1.1930 -0.2709
C -1.5318 -0.0655 0.3150
C -0.1142 -0.6135 0.7270
S 0.6837 -0.9444 -0.7824
C 2.2180 0.0010 -0.8083
S 2.7584 1.1264 0.1956
H -2.3907 -0.0106 1.1680
H -2.1466 -0.7121 -0.5203
H 0.5988 0.1404 1.1478
H -0.4134 -1.6009 1.2118
H 3.0763 -0.6247 -1.4391

Cartesian forces (eV/Å) of the 3 atoms listed first:
N 0.52 1.07 -0.22
C -1.35 1.19 -1.09
C -2.66 -2.09 1.28

Calculated values
- orbital gap (hartree) = 0.3144
- 2S+1 = 1
- ΔE to the lowest compared entry with this formula, charge and spin (kJ/mol) = 264.42
- LUMO energy (eV) = -0.580
- max |F| (hartree/bohr) = 0.070
- SMILES = N#CCCSC=S


Record 3
The following is a DFT calculation (ωB97M-V with the def2-TZVPD basis set) of a molecular structure, C4H5NdO5 in a non-equilibrium geometry.

Element x y z (Å)
O -0.6259 0.4558 -0.9167
C -1.5781 0.1575 -0.0158
O -2.4773 -0.5973 -0.3828
O -1.2787 0.3290 1.2149
Nd -2.6272 -1.4043 -2.7416
C 0.1033 0.6195 1.6248
C 1.0831 -0.2960 0.9619
H 0.2828 1.6728 1.3826
H 0.0835 0.4647 2.7080
H 1.0138 -1.3416 1.2734
H 2.1129 0.0678 0.9356
O 0.3149 -1.4700 -1.6173
C 0.6061 -0.3411 -1.1256
O 1.4379 0.3910 -1.8203
H 1.5489 1.2922 -1.4812

Cartesian forces (eV/Å) of the 3 atoms listed first:
O 0.56 1.81 0.18
C 1.79 -3.22 0.23
O -0.99 0.95 -0.89

Calculated values
- orbital gap (alpha / beta) (hartree) = 0.1324 / 0.2805
- 2S+1 = 5
- LUMO energy (alpha / beta) (eV) = -17.393 / -16.377
- net charge = +3
- max |F| (hartree/bohr) = 0.128


Record 4
The following is a DFT calculation (ωB97M-V with the def2-TZVPD basis set) of 2 unconnected molecules or ions with the total composition C4H5O2 in a non-equilibrium geometry.

Element x y z (Å)
C -2.4834 1.2583 0.3259
O -1.8549 2.3361 0.5210
H -2.4057 3.1464 0.5506
O 2.7828 -0.5730 -0.6516
C 1.5034 -0.4000 -0.8918
C 0.7210 -0.8125 0.2542
C -0.5878 -1.1200 0.0770
H 3.3127 -0.2244 -1.3791
H 1.1616 -0.7956 1.2603
H -0.9796 -1.2237 -0.9386
H -1.1701 -1.5917 0.8721

Cartesian forces (eV/Å) of the 3 atoms listed first:
C -0.19 -0.02 -0.01
O 0.29 -0.05 0.05
H -0.14 0.07 -0.03

Calculated values
- orbital gap (alpha / beta) (hartree) = 0.2946 / 0.3070
- 2S+1 = 2
- ΔE to the lowest compared entry with this formula, charge and spin (kJ/mol) = 239.46
- LUMO energy (alpha / beta) (eV) = 0.517 / 0.281
- max |F| (hartree/bohr) = 0.031


Record 5
The following is a DFT calculation (ωB97M-V with the def2-TZVPD basis set) of a molecular structure, C4H5O2P in a non-equilibrium geometry.

Element x y z (Å)
C -0.4992 0.8363 1.5854
C -0.1059 0.6200 0.3305
C -0.2426 -0.5556 1.9075
C 0.4507 -0.7224 0.4027
O -0.3650 -1.2835 2.8129
O -0.3579 1.5857 -1.7267
P 0.0215 0.6078 -2.7962
H -0.8285 1.6533 2.1476
H -0.0767 -1.3787 -0.3289
H 1.4348 -0.9796 0.4808
H -0.7161 -0.5126 -2.2987
H 1.2849 0.1292 -2.5169

Cartesian forces (eV/Å) of the 3 atoms listed first:
C -0.22 0.00 -0.34
C 0.73 1.45 -0.33
C 1.22 1.14 -2.36

Calculated values
- orbital gap (alpha / beta) (hartree) = 0.2667 / 0.3231
- 2S+1 = 1
- ΔE to the lowest compared entry with this formula, charge and spin (kJ/mol) = 529.53
- LUMO energy (alpha / beta) (eV) = -1.887 / -0.757
- max |F| (hartree/bohr) = 0.086


Record 6
The following is a DFT calculation (ωB97M-V with the def2-TZVPD basis set) of a molecular structure, C4H5O2Pr in a non-equilibrium geometry.

Element x y z (Å)
H 1.1002 0.7178 -0.2314
C 0.9482 -0.1965 -0.8672
C 2.1175 -0.7809 -0.9389
O 3.1211 -1.3861 -0.8140
Pr 5.7796 -1.7530 -1.4720
H 0.3345 -0.1319 -1.7676
O -3.3212 -0.1911 0.2476
C -2.4182 0.3493 0.8630
C -1.7265 1.0293 1.7079
H -3.2017 -0.2654 -0.7262
H -1.0808 0.4939 2.4118
H -1.6527 2.1146 1.5869

Cartesian forces (eV/Å) of the 3 atoms listed first:
H -0.61 -0.79 -0.40
C 1.53 1.23 -0.31
C -1.00 -0.20 0.50

Calculated values
- orbital gap (alpha / beta) (hartree) = 0.2988 / 0.3038
- 2S+1 = 4
- ΔE to the lowest compared entry with this formula, charge and spin (kJ/mol) = 0.00
- LUMO energy (alpha / beta) (eV) = -11.815 / -11.732
- net charge = +3
- max |F| (hartree/bohr) = 0.039